[1]
{"formula": "CH4N3O2", "method": "ωB97M-V/def2-TZVPD", "symbols": ["C", "N", "N", "N", "O", "O", "H", "H", "H", "H"], "xyz": [[-0.862922, 0.931818, -0.606336], [0.746249, -1.104667, -0.469637], [0.540183, 0.865453, -0.739632], [0.726161, -1.457585, 0.739206], [0.677231, -0.659413, 1.716291], [0.794341, -2.678993, 0.834580], [-1.272906, 1.185316, -1.547494], [-1.199461, 0.024595, -0.127524], [-1.008825, 1.835421, -0.015163], [0.859950, 1.058054, 0.215708]], "atomic_forces_ev_per_a": [[-0.02, 1.00, 0.64], [-0.06, 3.57, -2.87], [2.44, -3.57, 1.44], [0.34, 1.87, 0.03], [-0.13, -0.15, 0.29], [-0.08, -2.17, 1.39], [-1.01, -0.44, -1.18], [-1.05, 0.08, 0.05], [-0.81, 0.02, 0.55], [0.39, -0.20, -0.34]], "nbo_charge": [-0.444, -0.224, -0.547, 0.501, -0.613, -0.539, 0.162, 0.205, 0.163, 0.336], "gap_ev": [8.56, 8.56], "charge": -1, "e_lumo_ev": [4.52, 4.52], "e_homo_ha": [-0.148, -0.148], "e_above_lowest_ev": 4.840}

***

[2]
{"formula": "C30H27N4O9S2W", "method": "ωB97M-V/def2-TZVPD", "symbols": ["W", "C", "C", "C", "C", "C", "C", "C", "S", "O", "O", "N", "C", "C", "C", "C", "C", "C", "C", "C", "N", "C", "H", "H", "H", "H", "H", "H", "H", "H", "H", "H", "H", "H", "H", "C", "C", "O", "C", "C", "C", "C", "C", "C", "H", "H", "H", "H", "H", "H", "H", "H", "O", "N", "O", "O", "N", "C", "C", "C", "C", "C", "C", "S", "O", "O", "O", "H", "H", "H", "H", "H", "H"], "xyz": [[0.880884, -0.246658, 0.501067], [-0.595819, 4.753631, -5.458960], [-0.323668, 3.497563, -4.688251], [-0.700142, 2.257182, -5.209594], [-0.458659, 1.086198, -4.518456], [0.164813, 1.158847, -3.275753], [0.556001, 2.376741, -2.734007], [0.311961, 3.537063, -3.448112], [0.389140, -0.319683, -2.380426], [-0.655851, -0.456925, -1.340581], [0.581713, -1.402114, -3.284894], [1.621848, -0.108200, -1.342405], [2.988494, -0.303772, -1.606631], [3.636765, -0.176161, -2.802353], [5.034798, -0.375843, -2.854703], [5.752341, -0.689368, -1.736691], [5.093159, -0.843877, -0.492179], [5.736467, -1.210112, 0.707535], [5.000415, -1.379564, 1.851560], [3.617400, -1.174099, 1.811657], [2.977199, -0.814692, 0.709435], [3.702343, -0.661081, -0.445957], [-0.117927, 4.713103, -6.438626], [-0.228053, 5.633120, -4.934898], [-1.666774, 4.876153, -5.625537], [-1.187456, 2.211890, -6.175286], [-0.744601, 0.129107, -4.933142], [1.072048, 2.424121, -1.782285], [0.624640, 4.488216, -3.037004], [3.096716, 0.078453, -3.704832], [5.534927, -0.271798, -3.807557], [6.823027, -0.835766, -1.786873], [6.808908, -1.360120, 0.711642], [5.461956, -1.667025, 2.784591], [3.017616, -1.285581, 2.705784], [-0.558728, -4.245128, -0.172802], [-0.344524, -3.003906, 0.611018], [0.552990, -2.204139, 0.208486], [-1.093597, -2.650784, 1.771736], [-2.277487, -3.305512, 2.136622], [-2.987867, -2.860959, 3.229167], [-2.510620, -1.791418, 3.989392], [-1.318098, -1.154625, 3.661777], [-0.628923, -1.572684, 2.543381], [0.257067, -4.385840, -0.876189], [-1.490224, -4.135901, -0.736526], [-0.670101, -5.112200, 0.475560], [-2.654071, -4.125769, 1.539702], [-3.940423, -3.293202, 3.498353], [-3.103953, -1.462609, 4.832078], [-0.941252, -0.351749, 4.279661], [0.416449, -1.229968, 2.431950], [1.843746, 1.851400, 0.526873], [1.921853, 1.840155, 1.790470], [2.406407, 2.664142, 2.470551], [1.370569, 0.750184, 2.280989], [-0.790700, 1.238367, 0.638031], [-2.057081, 1.012365, 1.344074], [-2.290801, 1.708489, 2.516664], [-3.445734, 1.447596, 3.241468], [-4.346312, 0.497974, 2.787405], [-4.128220, -0.140113, 1.570572], [-2.978627, 0.105331, 0.837886], [-5.746097, -0.015418, 3.809205], [-5.716286, 0.901222, 4.925996], [-6.880576, 0.069216, 2.922367], [-5.347458, -1.382131, 4.146230], [-1.002382, 1.441176, -0.338117], [-0.426416, 2.115742, 1.004516], [-1.569632, 2.437830, 2.875160], [-3.658160, 1.953561, 4.174776], [-4.869088, -0.846305, 1.215382], [-2.802273, -0.403340, -0.101142]], "atomic_forces_ev_per_a": [[-0.68, 0.76, -0.66], [0.01, 0.03, -0.03], [0.00, -0.05, 0.02], [0.01, 0.04, 0.02], [-0.01, -0.04, -0.02], [-0.05, -0.02, 0.02], [0.04, 0.04, 0.08], [-0.02, -0.01, 0.00], [0.26, -0.07, -0.22], [0.09, -0.03, 0.34], [-0.07, 0.01, 0.05], [0.22, -0.06, 0.00], [-0.01, -0.08, -0.01], [-0.02, 0.04, 0.04], [0.02, 0.00, -0.03], [0.01, 0.00, 0.00], [-0.07, -0.10, -0.02], [0.00, 0.00, 0.02], [-0.01, 0.01, -0.03], [-0.01, 0.00, 0.01], [-0.03, -0.15, 0.11], [0.17, 0.07, 0.04], [0.00, 0.00, 0.00], [0.00, 0.00, 0.00], [0.00, 0.00, 0.00], [0.00, 0.00, 0.00], [0.01, -0.01, 0.01], [-0.01, -0.01, -0.01], [0.00, 0.00, -0.01], [-0.03, 0.00, 0.01], [0.02, 0.00, 0.01], [0.00, 0.00, 0.00], [0.00, 0.00, 0.01], [0.00, 0.00, 0.00], [0.00, -0.01, 0.00], [0.01, 0.01, 0.00], [-0.07, -0.06, -0.02], [0.16, -0.25, 0.01], [0.02, 0.08, -0.01], [-0.02, -0.03, -0.02], [-0.05, 0.08, 0.07], [-0.05, -0.04, 0.02], [0.01, 0.00, -0.02], [0.16, -0.07, 0.09], [-0.01, -0.02, 0.00], [0.01, 0.01, -0.01], [0.02, 0.00, 0.01], [0.00, 0.00, -0.01], [-0.02, -0.01, 0.01], [0.00, 0.01, 0.00], [0.02, 0.00, -0.01], [-0.06, -0.09, -0.05], [-0.10, 0.04, 0.02], [-0.02, -0.11, -0.12], [0.04, 0.08, 0.09], [0.11, -0.08, -0.02], [-0.17, 0.29, 0.29], [0.06, -0.05, 0.04], [0.06, -0.02, -0.07], [-0.03, -0.02, 0.05], [-0.03, 0.02, 0.02], [0.02, -0.04, -0.07], [-0.04, 0.00, 0.13], [0.05, 0.02, -0.04], [0.02, 0.04, 0.01], [-0.01, 0.00, -0.04], [0.02, -0.08, -0.01], [-0.02, -0.11, -0.03], [0.03, 0.00, -0.03], [0.00, 0.00, 0.01], [0.00, 0.01, -0.01], [0.00, 0.01, 0.00], [0.03, 0.00, -0.02]], "mulliken_charge": [-0.063, -1.488, 0.890, -0.886, -0.808, 0.734, -0.424, -1.051, 1.421, -0.396, -0.766, 1.147, 1.079, -0.569, -1.023, -0.970, 0.514, -0.532, -1.064, 0.180, 0.386, -0.198, 0.359, 0.363, 0.362, 0.436, 0.514, 0.431, 0.372, 0.551, 0.428, 0.464, 0.491, 0.443, 0.520, -1.910, 1.135, -0.496, 0.549, -0.778, -1.100, -0.453, -0.628, 0.075, 0.419, 0.393, 0.497, 0.483, 0.473, 0.602, 0.543, 0.853, -0.402, 0.668, -0.565, -0.609, -0.331, 0.789, -0.701, -0.714, -0.368, -0.831, -0.421, 1.300, -0.717, -0.682, -0.627, 0.344, 0.449, 0.357, 0.548, 0.481, 0.527], "gap_ev": [5.01, 4.92], "charge": 1, "e_lumo_ev": [-4.92, -5.02], "e_homo_ha": [-0.365, -0.365]}

***

[3]
{"formula": "C6H13BFNO2", "method": "ωB97M-V/def2-TZVPD", "symbols": ["B", "C", "C", "C", "C", "C", "C", "N", "O", "O", "F", "H", "H", "H", "H", "H", "H", "H", "H", "H", "H", "H", "H", "H"], "xyz": [[3.879306, 0.811500, -0.220961], [-2.237076, -0.801029, -0.474867], [-1.913865, 0.678628, -0.095502], [-1.250611, -1.294347, -1.498941], [-0.514509, 0.904935, 0.280871], [0.157924, -0.722395, -1.283286], [-0.299383, 0.608711, 1.780087], [0.508467, 0.255930, -0.494278], [4.735011, 1.244100, -0.876527], [2.837524, 0.644125, 0.475917], [2.622029, -1.698811, 1.734164], [-2.188112, -1.345882, 0.450036], [-3.183346, -1.006525, -1.039169], [-2.201142, 1.385910, -0.929852], [-2.683403, 0.890970, 0.648063], [-1.161902, -2.345282, -1.624222], [-1.444630, -0.701228, -2.457568], [-0.219221, 1.995557, 0.068721], [0.779045, -1.100155, -2.092684], [-0.586639, -0.437660, 1.873705], [-0.916495, 1.387565, 2.249303], [0.777444, 0.888890, 2.067873], [2.662835, -0.933972, 1.166115], [1.840753, 0.690456, 0.292998]], "atomic_forces_ev_per_a": [[-2.58, -0.04, 1.13], [-0.09, 0.27, -1.23], [-3.19, -0.23, -2.37], [1.76, 3.23, -0.18], [1.59, 2.15, 1.23], [-0.49, 1.21, 0.59], [1.32, 1.82, -0.94], [-0.81, -2.70, -1.97], [4.68, 1.37, -3.21], [-2.00, -1.17, 2.85], [-0.09, 0.42, -0.51], [-0.17, -0.69, 0.25], [0.11, 0.75, 1.38], [0.36, -0.90, 0.47], [0.59, 0.45, 0.52], [-0.21, -0.86, -0.43], [-0.27, -1.41, 0.62], [-0.79, -1.16, 0.63], [1.06, 0.07, 0.66], [0.19, 0.16, 0.95], [-0.12, -0.89, 0.53], [-1.52, -1.03, -0.18], [0.13, -0.48, 0.66], [0.56, -0.33, -1.45]], "nbo_charge": [1.212, -0.408, -0.435, -0.470, -0.082, 0.195, -0.611, -0.489, -0.841, -0.985, -0.594, 0.207, 0.226, 0.214, 0.232, 0.237, 0.226, 0.208, 0.189, 0.218, 0.221, 0.221, 0.564, 0.546], "gap_ev": 10.85, "e_lumo_ev": 0.41, "e_homo_ha": -0.384, "e_above_lowest_ev": 0.297}

***

Number 1: calculated total energy -9662.081 eV. Number 2: calculated total energy -79422.815 eV. Number 3: calculated total energy -15412.714 eV.